# 1
DFT (wB97M-V/def2-TZVPD) results for a 14-piece molecular cluster, C5H38NO14 overall in a non-equilibrium geometry.

Relative energy (zero: lowest compared OMol25 entry of this formula, charge and spin) = 20.9 kcal per mole
HOMO level = -0.2007 hartree
HOMO-LUMO gap = 8.105 eV
Largest force on an atom = 0.0439 Eh/bohr
LUMO level = 2.64 eV
Total charge = -1

Last column: natural (NBO) charge in e.
Positions of all 58 atoms, in Å:
C 1.76866 2.75206 -1.04726  -0.05
O 1.18759 1.55032 -1.52395  -0.76
C 1.10877 3.38564 0.18627  -0.44
C -0.40316 3.01696 0.50295  -0.40
C -1.41242 2.77769 -0.63989  -0.40
C -2.80753 2.57389 0.03153  -0.21
N -2.80468 1.48390 0.99896  -0.90
H 2.80017 2.48482 -0.76291  0.13
H 1.90972 3.43990 -1.87622  0.17
H 1.60228 3.33753 1.15255  0.23
H 1.08977 4.48675 0.08538  0.19
H -0.36009 2.09848 1.08092  0.23
H -0.71057 3.96907 0.95743  0.19
H -1.12197 1.79486 -0.96755  0.19
H -1.48506 3.53063 -1.41946  0.19
H -2.94347 3.45798 0.66245  0.17
H -3.66729 2.50347 -0.64437  0.17
H -2.75768 1.79507 1.95274  0.36
H -2.30732 0.60283 0.91357  0.41
H 2.02661 -2.30754 -3.19719  0.47
H 2.06302 -0.85450 -3.19578  0.46
O 2.57347 -1.59753 -3.55371  -0.93
H 2.46483 -0.89800 1.41847  0.48
H 2.02051 -2.38014 1.73697  0.50
O 2.45865 -1.59444 2.07148  -0.97
H 4.04562 1.77808 0.39252  0.46
H 3.79121 0.73182 1.40790  0.47
O 4.00329 1.66260 1.34400  -0.94
H 3.48664 -0.40078 -1.73785  0.47
H 2.52479 -0.91191 -0.67778  0.49
O 3.47168 -0.88018 -0.90461  -0.98
H -0.43783 -3.29721 -0.85047  0.46
H 0.86274 -2.20614 -0.37682  0.47
O 0.68340 -1.26480 -0.21812  -1.11
H 1.39558 -0.09908 2.64685  0.50
H 1.76470 1.25410 3.46324  0.48
O 1.27322 0.85294 2.74799  -0.99
H -1.74381 -0.84683 1.54337  0.50
H -0.73323 -0.10524 2.45688  0.48
O -1.63603 -0.44508 2.42166  -0.97
H -0.43157 -1.21639 -0.25870  0.51
H -1.50004 0.32095 -0.96049  0.46
O -1.62027 -0.56200 -0.60822  -1.23
H -3.55706 -2.66198 -0.08467  0.49
H -2.16872 -2.38630 -0.45858  0.48
O -2.66914 -2.85718 0.23626  -0.99
H 0.98824 0.93485 -0.80321  0.50
H -0.78421 -4.59374 -0.09627  0.50
O -0.05819 -3.99661 -0.31374  -0.96
H -0.65129 -2.29244 3.36763  0.47
H -1.59987 -2.92985 2.43673  0.49
O -0.93593 -3.16450 3.08156  -0.96
H -3.07177 -1.03498 -1.34775  0.51
H -4.35339 -0.41974 -1.87139  0.46
O -3.96851 -1.28717 -1.70643  -1.02
H -0.35782 -0.21346 -2.68513  0.47
H 0.13034 0.88726 -3.50300  0.47
O -0.69355 0.40694 -3.35398  -0.94

Atoms 1-3, force components in eV/Å:
C 1.4 -0.7 1.4
O -0.2 0.0 -0.4
C -1.8 1.3 -0.4



# 2
DFT (wB97M-V/def2-TZVPD) results for a 13-piece molecular cluster, C5H39N2O12S overall in a non-equilibrium geometry.

Relative energy (zero: lowest compared OMol25 entry of this formula, charge and spin) = 58.1 kcal per mole
HOMO level = -0.3861 hartree
HOMO-LUMO gap = 7.848 eV
Largest force on an atom = 0.0480 Eh/bohr
LUMO level = -2.66 eV
Total charge = +1

Last column: natural (NBO) charge in e.
Positions of all 59 atoms, in Å:
C -1.57096 1.20284 1.65425  -0.25
N -1.29054 -0.23566 1.79268  -0.66
C -1.99442 -1.04726 2.81645  -0.23
C -1.75728 -2.47320 2.36830  -0.42
C -3.05309 -3.01870 1.74967  -0.50
S -2.98733 -4.73585 1.08098  -0.04
C -1.32779 1.47338 0.10181  -0.22
N -2.56400 1.31008 -0.71486  -0.71
H -2.62268 1.39854 1.90043  0.19
H -0.83580 1.86926 2.12642  0.25
H -0.28982 -0.22710 1.94743  0.37
H -3.05222 -0.75783 2.89479  0.19
H -1.72473 -0.77202 3.84097  0.19
H -0.92994 -2.56663 1.65869  0.21
H -1.45594 -3.12591 3.19552  0.22
H -3.87216 -2.88728 2.47031  0.22
H -3.42479 -2.33012 0.97721  0.19
H -1.80344 -4.71928 0.46306  0.13
H -0.52277 0.81215 -0.18609  0.23
H -0.82859 2.42763 -0.05656  0.20
H -3.17837 2.11857 -0.71993  0.43
H -2.25462 1.08413 -1.69062  0.50
H -3.01262 0.45852 -0.36998  0.44
H 0.09096 -0.29614 -5.25676  0.51
H -0.17476 -0.92848 -3.82601  0.50
O -0.06321 -0.11225 -4.32334  -0.98
H -0.10709 -3.42492 -0.64536  0.45
H -0.38231 -2.94492 -1.98599  0.47
O -0.79248 -3.50302 -1.32274  -0.93
H 0.81656 -1.50881 -0.29790  0.51
H 1.08606 -0.58473 -1.44838  0.46
O 0.55832 -1.36742 -1.24273  -0.99
H -2.98034 1.61382 -3.83886  0.49
H -2.30090 0.27145 -3.84571  0.49
O -2.98564 0.76371 -3.37498  -0.95
H -0.14566 5.59194 0.56908  0.50
H 0.92338 4.49240 0.09373  0.49
O 0.45168 4.88680 0.83096  -0.96
H 4.37435 -0.74033 -1.67935  0.50
H 2.90562 -0.56671 -1.21378  0.48
O 3.60986 -0.16247 -1.73869  -0.96
H 0.13367 4.32799 3.47237  0.47
H 0.33812 3.85390 2.10594  0.49
O -0.07474 3.53676 2.95860  -0.98
H 0.02454 1.24284 -3.14380  0.51
H 0.19505 2.46553 -2.17883  0.49
O -0.45631 1.90830 -2.61370  -1.00
H 2.00103 -0.55510 1.29886  0.49
H 2.30920 -2.01668 1.60341  0.52
O 1.59183 -1.42989 1.31551  -0.98
H 5.27078 0.32733 1.04828  0.48
H 3.96818 0.55729 0.24502  0.47
O 4.32380 0.47112 1.13178  -0.96
H 3.16266 1.53817 -1.93685  0.50
H 2.59107 2.16891 -3.19139  0.48
O 2.41340 2.09006 -2.25045  -0.99
H 4.78267 -1.86626 2.29396  0.49
H 4.48871 -3.15564 1.61505  0.48
O 4.40585 -2.20282 1.47211  -0.95

Atoms 1-3, force components in eV/Å:
C 0.2 -0.3 -2.2
N -0.6 1.2 0.3
C 0.7 1.3 -0.2



# 3
DFT (wB97M-V/def2-TZVPD) results for a 13-piece molecular cluster, C5H39N2O13 overall in a non-equilibrium geometry.

Relative energy (zero: lowest compared OMol25 entry of this formula, charge and spin) = 82.8 kcal per mole
HOMO level = -0.4723 hartree
HOMO-LUMO gap = 10.242 eV
Largest force on an atom = 0.0635 Eh/bohr
LUMO level = -2.61 eV
Total charge = +1

Last column: natural (NBO) charge in e.
Positions of all 59 atoms, in Å:
C -0.16615 2.61310 -2.46848  -0.61
C 0.41379 1.22983 -2.81973  -0.42
C -0.53445 0.15010 -2.23864  -0.44
C -0.26252 -0.29090 -0.81322  -0.27
N 0.34478 -1.33763 1.62741  -0.91
C 1.34024 -1.67240 0.64733  0.42
N 0.67186 -1.46465 -0.73730  -0.63
H -0.04309 2.72965 -1.35993  0.19
H 0.46326 3.36759 -2.85904  0.22
H -1.22790 2.61817 -2.65781  0.21
H 0.42475 1.17763 -3.93615  0.21
H 1.45829 1.00773 -2.55857  0.24
H -1.61175 0.58070 -2.32684  0.20
H -0.74285 -0.63032 -3.00021  0.23
H -1.20888 -0.60504 -0.32238  0.25
H 0.20531 0.51053 -0.20738  0.21
H 0.39261 -0.40571 1.98654  0.41
H 0.31807 -2.06734 2.31855  0.39
H 1.59044 -2.72752 0.63575  0.19
H -0.00109 -2.24476 -0.82763  0.48
H 2.87019 2.58590 -0.93069  0.48
H 3.55275 -0.04304 -1.56788  0.51
O 3.01018 1.85160 -0.32846  -0.99
H 2.66945 -0.03564 0.94058  0.54
H 2.91762 2.14282 0.58911  0.51
O 2.54518 -1.03127 0.75767  -0.76
H -2.78573 1.34916 -0.58483  0.47
H -4.17416 1.97286 -0.87740  0.49
O -3.57309 1.77316 -0.13327  -0.96
H 1.75128 4.33833 0.17081  0.50
H 0.48682 4.00200 1.19669  0.51
O 1.27969 3.71518 0.72273  -1.00
H -1.69959 -3.70386 0.18093  0.50
H -1.27227 -4.24151 -1.14372  0.50
O -0.92053 -3.68908 -0.38053  -0.96
H -0.84206 1.52087 2.26624  0.51
H -0.78817 1.21283 3.87306  0.51
O -0.52638 0.94112 2.98290  -1.01
H -2.94805 0.52060 2.80646  0.48
H -1.85575 -0.52366 2.89949  0.50
O -2.82974 -0.43213 2.94975  -0.94
H 3.05780 -2.88726 -1.00567  0.49
H 2.13652 -4.09487 -1.48003  0.49
O 2.37816 -3.17955 -1.61505  -0.97
H 3.52750 -1.04656 -2.82648  0.50
H 1.44043 -1.30637 -1.45887  0.50
O 3.02346 -0.53861 -2.19417  -0.98
H -2.92978 -1.16739 1.48778  0.51
H -4.17205 -1.34808 0.47905  0.50
O -3.20457 -1.44946 0.56648  -1.02
H -1.86777 -1.99985 -2.23938  0.45
H -2.72614 -1.79881 -0.98977  0.49
O -2.57655 -2.42033 -1.74515  -0.97
H -2.19862 3.77557 2.07821  0.52
H -1.78768 2.67812 0.89537  0.51
O -1.61689 3.07501 1.77145  -1.01
H 1.93194 0.89871 3.04708  0.49
H 1.36216 1.97218 2.25199  0.50
O 1.99732 1.25746 2.14733  -0.97

Atoms 1-3, force components in eV/Å:
C 1.3 -1.6 2.5
C -0.7 -0.3 -1.2
C -1.9 1.0 -1.5



# 4
DFT (wB97M-V/def2-TZVPD) results for C5H39N2O14 as an isolated structure in a non-equilibrium geometry.

Relative energy (zero: lowest compared OMol25 entry of this formula, charge and spin) = 117.6 kcal per mole
HOMO level = -0.4345 hartree
HOMO-LUMO gap = 9.529 eV
Largest force on an atom = 0.0564 Eh/bohr
LUMO level = -2.29 eV
Total charge = +1

Last column: natural (NBO) charge in e.
Positions of all 60 atoms, in Å:
C 2.11907 1.83015 1.68217  -0.07
O 3.20000 1.91834 0.63644  -0.69
C 0.75890 2.05159 1.10985  -0.44
C 0.30410 1.03351 -0.00211  -0.45
C 0.39304 -0.45500 0.39442  -0.22
N -1.12884 -3.42936 0.53565  -0.88
C -1.31584 -2.15594 1.16333  0.37
N -0.90937 -1.12083 0.18963  -0.68
H 2.43969 2.65652 2.32672  0.22
H 2.35471 0.85611 2.11232  0.20
H 2.84944 1.68106 -0.24064  0.52
H 0.68675 3.01234 0.59761  0.21
H 0.07074 2.00834 1.95818  0.23
H -0.70760 1.33432 -0.26597  0.22
H 0.97066 1.21547 -0.84388  0.24
H 1.19332 -0.95608 -0.13741  0.14
H 0.62336 -0.44232 1.45816  0.19
H -0.18541 -3.78959 0.47501  0.38
H -1.61523 -4.16415 1.03387  0.39
H -2.37573 -1.97888 1.35455  0.18
H -1.55988 -0.36438 0.15909  0.39
H -3.83718 1.26947 1.84600  0.49
H -2.76307 1.91617 0.94532  0.52
O -2.92545 1.14519 1.51526  -0.99
H -0.34453 4.22942 -1.86620  0.49
H 0.77912 3.27564 -1.66716  0.48
O -0.14130 3.27551 -2.00229  -0.96
H -2.01166 1.30734 -3.34743  0.49
H -1.65007 2.66473 -3.42425  0.48
O -2.46140 2.15128 -3.45669  -0.95
H 2.19166 0.34839 -2.33810  0.51
H 1.53162 1.55404 -2.94586  0.50
O 2.17093 1.31928 -2.24408  -0.98
H 2.18725 -1.99627 3.06355  0.50
H -0.87636 -1.39871 2.90778  0.51
O -0.51888 -2.12154 2.33969  -0.78
H 0.13204 -2.84814 -0.22582  0.47
H 0.25267 -2.90407 -1.73628  0.50
O 0.76594 -2.96386 -0.92345  -0.97
H -4.07552 1.89412 -1.28230  0.50
H -2.64712 2.49358 -1.63680  0.52
O -3.19889 2.06248 -0.94148  -1.01
H 3.74170 0.83224 0.76412  0.52
H 3.58703 -0.77578 0.12791  0.52
O 3.98645 -0.34496 0.93239  -0.92
H 1.92247 -1.49788 -0.99323  0.51
H 3.36721 -1.86136 -1.52565  0.51
O 2.81584 -1.17273 -1.18054  -0.98
H 3.80777 -0.90862 1.72122  0.55
H 3.02248 -1.52316 4.13920  0.50
O 3.05546 -1.57290 3.17299  -0.97
H -1.67464 -0.95654 -4.47391  0.49
H -1.68154 -1.05072 -2.83615  0.51
O -1.20561 -0.77804 -3.65191  -1.02
H -2.36829 0.35987 3.05464  0.52
H -2.68215 -0.70422 4.31721  0.51
O -2.09794 -0.40021 3.58366  -1.01
H -3.31032 -1.49561 -1.33380  0.50
H -3.01427 0.14504 -1.31151  0.51
O -3.05955 -0.69171 -1.82287  -0.99

Atoms 1-3, force components in eV/Å:
C 1.6 0.8 -0.6
O 0.1 -0.9 -0.4
C -0.7 -1.2 -0.8